[1]
Below is C19H28ClNO6 in the gas phase, with properties calculated with ωB97M-V with the def2-TZVPD basis set.

**SMILES**: CO[C@@H]1[C@H](OC(=O)NC(=O)CCl)CC[C@]2(CO2)[C@H]1[C@@]1(C)O[C@@H]1CC=C(C)C
**ΔE to the lowest compared entry with this formula, charge and spin**: 0.050 eV

```
! wB97M-V def2-TZVPD RIJCOSX def2/J DEFGRID3
* xyz 0 1
C -2.59915 -2.32777 1.87822
O -2.07966 -2.29794 0.57217
C -1.17452 -1.23739 0.32274
C -1.30030 -0.87395 -1.16798
O -2.66559 -0.55624 -1.47966
C -3.17568 0.53423 -0.91971
O -2.57597 1.33443 -0.25526
N -4.51942 0.61860 -1.25944
C -5.50567 1.44962 -0.76954
O -6.59763 1.46329 -1.27339
C -5.14244 2.27331 0.44472
Cl -4.88344 1.15007 1.80266
C -0.89721 -2.05006 -2.04733
C 0.54014 -2.45302 -1.73030
C 0.63109 -2.81108 -0.26275
C 0.34233 -4.18824 0.15477
O 1.65079 -3.68269 0.13669
C 0.27087 -1.65446 0.66552
C 1.32542 -0.54177 0.61578
C 2.64925 -0.98266 1.21174
O 1.41367 0.24377 -0.54438
C 0.97291 0.89143 0.62834
C 1.85529 1.96929 1.24434
C 2.39109 2.86567 0.16665
C 3.65422 3.01362 -0.21129
C 4.83543 2.32387 0.40692
C 4.01707 3.91665 -1.35458
H -1.81615 -2.48720 2.62804
H -3.13222 -1.39948 2.11741
H -3.29673 -3.16226 1.90566
H -1.46401 -0.37449 0.93661
H -0.67580 -0.00011 -1.38224
H -4.82755 -0.04673 -1.96069
H -4.21521 2.82684 0.30115
H -5.97339 2.92751 0.70545
H -1.57777 -2.87594 -1.83578
H -0.99583 -1.76760 -3.09537
H 0.84078 -3.30906 -2.33534
H 1.21623 -1.62304 -1.94082
H -0.07041 -4.38491 1.13613
H 0.12136 -4.93534 -0.59788
H 0.27450 -2.02495 1.69778
H 2.61405 -0.91826 2.29806
H 2.85800 -2.01024 0.92797
H 3.44940 -0.35360 0.83368
H -0.07606 1.17130 0.58910
H 1.22892 2.55317 1.92399
H 2.66020 1.52324 1.82349
H 1.62154 3.40479 -0.37063
H 4.62624 1.94851 1.40430
H 5.67619 3.01235 0.47048
H 5.14123 1.48576 -0.22059
H 4.67268 4.71742 -1.01233
H 3.13350 4.35900 -1.80605
H 4.55339 3.35276 -2.11722
*
```


[2]
Below is a molecular structure, C19H28ClO2Tm, with properties calculated with ωB97M-V with the def2-TZVPD basis set.

**ΔE to the lowest compared entry with this formula, charge and spin**: 1.222 eV

```
! wB97M-V def2-TZVPD RIJCOSX def2/J DEFGRID3
* xyz 0 3
O 0.57649 -3.85926 -2.71410
C -0.72012 -4.61430 -2.67531
C -0.21480 -5.72594 -3.57916
H -1.52315 -4.01504 -3.14089
H -0.95904 -4.95409 -1.65158
C 1.15643 -5.05608 -3.49840
H -0.69321 -5.67379 -4.56281
H -0.30844 -6.73444 -3.18343
C 1.64642 -4.61433 -4.86186
H 0.81120 -4.42993 -5.55277
H 2.33025 -5.35593 -5.28384
H 2.25725 -3.71470 -4.84565
C 2.16995 -5.80987 -2.65739
H 1.75794 -6.75039 -2.30117
H 2.50024 -5.22295 -1.79602
H 3.01792 -6.08968 -3.28365
Tm 0.23503 -1.85371 -2.35102
C 0.56146 0.37405 0.63804
C -0.79592 -0.04326 0.69766
C -0.88606 -1.17076 1.56027
H -1.62808 0.46601 0.22996
C 0.44179 -1.46961 2.00254
C 1.33675 -0.49646 1.45052
H 2.39641 -0.37071 1.66644
H 0.92507 1.26319 0.14047
H -1.81739 -1.65495 1.86515
H 0.72335 -2.26555 2.68689
C 1.73694 0.06903 -2.63833
C 2.58569 -1.02120 -2.28253
C 2.48894 -1.96964 -3.33573
H 3.25571 -1.13319 -1.42307
C 1.49984 -1.52657 -4.29727
C 1.06719 -0.23382 -3.87596
H 0.24300 0.30286 -4.35887
H 1.61021 0.96220 -2.04152
H 3.18148 -2.79190 -3.41852
H 1.14397 -2.03172 -5.20724
O -0.86791 -4.55500 1.71005
C -0.22476 -5.83126 1.62498
C -1.32024 -6.86087 1.24552
H 0.21151 -5.99097 2.62525
H 0.62243 -5.89209 0.88767
C -2.63729 -6.06230 1.42359
H -1.24331 -7.78031 1.79086
H -1.26975 -7.08450 0.18259
C -2.14827 -4.65465 1.05772
H -2.93224 -6.14384 2.47404
H -3.47971 -6.47568 0.84209
H -2.78227 -3.84592 1.47845
H -2.16049 -4.59699 -0.05100
Cl -2.19971 -1.59137 -2.54128
*
```


[3]
Below is C19H28F3N3 in the gas phase, with properties calculated with ωB97M-V with the def2-TZVPD basis set.

**SMILES**: CCCN1CCC(N2CCN(c3cccc(C(F)(F)F)c3)CC2)CC1
**ΔE to the lowest compared entry with this formula, charge and spin**: 0.150 eV

```
! wB97M-V def2-TZVPD RIJCOSX def2/J DEFGRID3
* xyz 0 1
C 2.57494 2.88294 -7.55944
C 2.79486 3.15308 -6.07474
C 1.48899 3.36535 -5.29218
N 1.20755 2.26468 -4.38487
C 0.21184 2.61899 -3.39248
C 0.09056 1.51897 -2.34107
C -0.33521 0.20594 -3.01313
N -0.52825 -0.95414 -2.16441
C -1.84058 -1.19448 -1.61544
C -2.05444 -0.53958 -0.24362
N -1.03676 -1.00284 0.67586
C -1.30005 -1.20078 2.00820
C -2.51285 -1.77514 2.42543
C -2.76841 -2.03228 3.75415
C -1.83140 -1.73981 4.73322
C -0.63009 -1.17684 4.33410
C 0.42635 -0.81838 5.33638
F 1.61076 -1.40333 5.06294
F 0.11955 -1.16475 6.59345
F 0.67724 0.50766 5.36295
C -0.36034 -0.90213 3.00268
C 0.29460 -0.69409 0.20120
C 0.48957 -1.30253 -1.20302
C 0.69852 -0.10772 -4.10053
C 0.80718 1.05575 -5.08024
H 1.95950 2.00012 -7.71527
H 3.52831 2.72763 -8.05987
H 2.07857 3.73011 -8.02850
H 3.33663 2.32382 -5.61835
H 3.42030 4.04176 -5.97645
H 0.65271 3.53000 -5.99514
H 1.58038 4.26465 -4.67843
H 0.52444 3.54810 -2.90769
H -0.77893 2.79445 -3.85565
H 1.06289 1.39110 -1.86460
H -0.63690 1.82908 -1.58869
H -1.29757 0.37805 -3.51155
H -2.60059 -0.84483 -2.31586
H -1.95258 -2.27931 -1.49605
H -3.04726 -0.78022 0.13045
H -1.98696 0.55509 -0.34442
H -3.25713 -2.04697 1.69338
H -3.70962 -2.47902 4.03655
H -2.02639 -1.94417 5.77298
H 0.58018 -0.43553 2.75785
H 1.03186 -1.15093 0.86132
H 0.46134 0.39212 0.17802
H 1.46811 -1.01547 -1.58542
H 0.47093 -2.39420 -1.09529
H 1.67537 -0.27098 -3.64572
H 0.40862 -1.01597 -4.62935
H 1.56164 0.81994 -5.83124
H -0.16183 1.19579 -5.59809
*
```


[4]
Below is a molecular structure, C19H28FO2Os, with properties calculated with ωB97M-V with the def2-TZVPD basis set.

**ΔE to the lowest compared entry with this formula, charge and spin**: 0.000 eV

```
! wB97M-V def2-TZVPD RIJCOSX def2/J DEFGRID3
* xyz 1 5
O -0.49273 -0.24126 -0.60916
C -1.00862 0.95189 -1.38945
C -0.49395 0.40349 -2.69799
H -0.52962 1.86457 -1.01622
H -2.10447 0.98461 -1.34882
C -0.25867 -0.90511 -1.91336
H 0.45227 0.87383 -2.99053
H -1.21220 0.35805 -3.51852
C 1.14868 -1.40519 -2.10049
H 1.87525 -0.61294 -1.85992
H 1.29782 -1.66488 -3.16105
H 1.33969 -2.31596 -1.51921
C -1.31149 -1.97517 -2.12591
H -2.31027 -1.52185 -2.06493
H -1.20377 -2.77223 -1.38066
H -1.19670 -2.42853 -3.11573
Os -0.95769 -0.84393 1.55484
C -2.55587 -1.16400 2.89035
C -2.34432 0.24378 2.86051
C -2.57000 0.68575 1.52600
H -2.02508 0.85884 3.69785
C -2.94058 -0.43977 0.73002
C -2.93193 -1.58887 1.56458
H -3.20546 -2.59230 1.24963
H -2.48857 -1.78714 3.77446
H -2.46213 1.70207 1.17565
H -3.23354 -0.42092 -0.31061
C 0.22799 -1.91005 3.08318
C -0.47555 -2.78235 2.17284
C 0.16922 -2.68262 0.90046
H -1.25508 -3.49940 2.40699
C 1.33482 -1.84599 1.06860
C 1.39271 -1.41584 2.40668
H 2.17112 -0.77475 2.82889
H -0.00446 -1.77004 4.13325
H -0.08855 -3.26867 0.01883
H 2.05761 -1.61069 0.29650
O 2.56600 1.95317 -1.90499
C 2.91578 1.70036 -0.52502
C 1.97352 2.54697 0.35655
H 3.97456 1.97133 -0.30995
H 2.80514 0.61801 -0.34513
C 1.51599 3.69468 -0.56205
H 2.46995 2.89735 1.27362
H 1.10936 1.92621 0.62930
C 2.07982 3.31691 -1.94150
H 1.93825 4.63307 -0.20947
H 0.43127 3.78976 -0.56552
H 2.91737 3.99661 -2.16232
H 1.34489 3.40139 -2.75301
F 0.15222 0.86773 1.80191
*
```


[5]
Below is a molecular structure, C19H28GeIrN4O4S3, with properties calculated with ωB97M-V with the def2-TZVPD basis set.

**ΔE to the lowest compared entry with this formula, charge and spin**: 1.902 eV

```
! wB97M-V def2-TZVPD RIJCOSX def2/J DEFGRID3
* xyz 2 2
Ir 1.26122 0.00964 0.76474
O 2.78110 -4.10668 0.45325
C 2.17605 -2.95125 0.38810
O 2.74023 -1.88524 0.26778
C 0.68782 -3.02962 0.43878
C 0.01335 -4.24204 0.36661
C -1.37649 -4.22444 0.35202
C -2.02818 -3.01629 0.41527
C -1.28399 -1.82667 0.53748
N 0.06980 -1.85505 0.53309
C -1.91662 -0.55798 0.73991
O -3.18202 -0.35521 0.65900
O -1.22788 0.49490 1.02841
H 3.74766 -4.01864 0.43045
H 0.56816 -5.16886 0.32302
H -1.93283 -5.14995 0.29395
H -3.11056 -2.99460 0.40078
H -3.69717 -1.15010 0.43616
C 3.35680 -0.13938 -2.33038
C 1.95865 0.01581 -2.92851
S 0.56840 0.24287 -1.75094
C 0.15837 2.01284 -1.84425
C 1.28775 2.90881 -1.40836
S 1.71643 2.63256 0.34297
C 3.53071 2.79451 0.29378
C 4.28376 1.58028 -0.22863
S 4.26513 1.41630 -2.05093
H 3.96208 -0.69534 -3.04619
H 3.32839 -0.68545 -1.39356
H 1.69582 -0.90971 -3.44261
H 1.91474 0.83640 -3.64371
H -0.71623 2.11921 -1.19997
H -0.13885 2.23721 -2.86884
H 0.99308 3.95501 -1.50617
H 2.18293 2.73545 -1.99866
H 3.80699 2.97284 1.33358
H 3.75932 3.68880 -0.28580
H 3.89475 0.66174 0.21090
H 5.33408 1.67588 0.04659
N 2.00412 1.84912 7.08649
C 1.95280 1.27052 6.08855
N 1.83681 0.59071 4.98272
C 1.90275 0.57701 3.76253
N 1.93412 0.48369 2.57805
C -4.83955 0.36187 3.21955
Ge -3.47856 1.76706 2.92326
C -2.90213 2.35043 4.72051
C -4.13206 3.13793 1.67733
C -1.58193 1.27486 2.26289
H -5.39909 0.67344 4.10092
H -4.42525 -0.62727 3.41658
H -5.54253 0.30996 2.38793
H -3.76894 2.71651 5.26922
H -2.15191 3.13879 4.68245
H -2.49358 1.50231 5.27065
H -5.10041 3.49742 2.02393
H -4.26936 2.72164 0.67881
H -3.44816 3.98304 1.61908
H -1.08753 0.77393 3.09671
H -1.09581 2.23405 2.10119
*
```


[6]
Below is a molecular structure, C19H28HfIO2, with properties calculated with ωB97M-V with the def2-TZVPD basis set.

**Energy**: -33653.844 eV

```
! wB97M-V def2-TZVPD RIJCOSX def2/J DEFGRID3
* xyz 1 1
O 3.71011 1.91884 -4.89178
C 3.44259 1.73195 -6.32834
C 4.87646 2.02464 -6.77197
H 2.72037 2.48168 -6.69697
H 3.09813 0.70895 -6.46268
C 5.11213 2.28378 -5.25854
H 5.00135 2.94504 -7.37425
H 5.41007 1.15373 -7.18000
C 5.24347 3.77497 -4.98486
H 4.34991 4.25263 -5.41439
H 6.13705 4.21625 -5.44011
H 5.26340 3.95606 -3.90252
C 6.18092 1.46628 -4.53678
H 5.99314 0.38762 -4.60100
H 6.21487 1.75028 -3.48713
H 7.17157 1.65290 -4.94715
Hf 0.71748 0.59861 -0.80780
C 0.38447 -1.10239 0.83531
C -0.62946 -1.69543 -0.00379
C 0.00807 -2.21151 -1.15825
H -1.67500 -1.81545 0.26253
C 1.39944 -1.94294 -1.07314
C 1.67064 -1.27248 0.16412
H 2.64964 -1.22320 0.63076
H 0.24077 -0.89005 1.89909
H -0.48436 -2.80084 -1.94539
H 2.16479 -2.35966 -1.74423
C 0.38546 1.70704 1.36181
C 1.76734 1.38051 1.18913
C 2.25615 2.08126 0.01976
H 2.38402 0.82151 1.87769
C 1.15532 2.87323 -0.49529
C 0.01751 2.64070 0.35046
H -0.91806 3.20788 0.32718
H -0.25625 1.40022 2.18570
H 3.29503 2.14755 -0.29660
H 1.23329 3.65376 -1.25221
O 1.52319 0.32812 -2.90423
C 2.82596 -0.19851 -3.28502
C 2.59050 -1.23962 -4.36659
H 3.37187 -0.56003 -2.40270
H 3.37788 0.66593 -3.68404
C 1.17951 -0.98390 -4.91536
H 2.64910 -2.25809 -3.94416
H 3.37982 -1.17333 -5.11800
C 0.55568 0.10104 -4.04941
H 0.62360 -1.90081 -4.78689
H 1.18797 -0.70849 -5.98179
H -0.38474 -0.25576 -3.56805
H 0.40746 1.07656 -4.53216
I -1.91891 0.93219 -1.25204
*
```


Asked for largest force on an atom across the records above, the calculation gives 1.4; 4.6; 0.7; 4.6; 4.1; 3.6 eV Å⁻¹ in order.